# 1
Entry from the OMol25 dataset: a cluster of 12 separate species, H24O12 in total in a non-equilibrium geometry (ωB97M-V with the def2-TZVPD basis set).

Each line ends with the Mulliken charge.
Cartesian coordinates (Å):
O  -1.240560  0.800740  3.552562  -0.640
H  -1.905819  1.345446  3.961662  0.278
H  -1.417871  -0.043909  2.983900  0.343
O  3.731240  2.141115  -0.749462  -0.649
H  3.498149  3.074424  -1.212462  0.341
H  4.209499  1.700021  -1.465725  0.310
O  -3.160182  1.402456  0.881191  -0.464
H  -3.823353  1.064028  1.285496  0.241
H  -3.339432  1.976009  0.216065  0.246
O  0.159003  0.798071  -2.692471  -0.657
H  0.604680  0.335814  -1.860550  0.385
H  0.354989  0.390876  -3.492537  0.236
O  2.058609  -1.059558  -2.749553  -0.623
H  1.313310  -1.495938  -3.079997  0.299
H  2.853448  -1.548030  -3.007224  0.280
O  -2.111710  2.013966  -2.463440  -0.626
H  -2.134075  1.746368  -1.603531  0.220
H  -1.211128  1.799984  -2.740741  0.467
O  1.593185  -4.057655  -0.198420  -0.620
H  1.654264  -3.359255  -0.946686  0.331
H  1.849500  -3.700525  0.595338  0.310
O  1.803739  -0.992240  3.530113  -0.627
H  2.354852  -0.208414  3.834713  0.314
H  0.866268  -0.899268  3.786989  0.302
O  -0.962564  -3.131369  -2.657417  -0.570
H  -0.691921  -3.641892  -3.392033  0.304
H  -0.214092  -3.236813  -2.161023  0.244
O  -2.914462  -1.224736  0.928110  -0.618
H  -2.446080  -0.628136  0.418917  0.315
H  -2.684203  -2.137999  0.777826  0.289
O  -0.432401  3.040786  1.976017  -0.586
H  -0.189610  2.935191  2.859392  0.284
H  -1.303334  2.754436  1.834400  0.305
O  0.941910  0.463935  0.863332  -0.480
H  0.630253  0.676257  1.635275  0.242
H  1.705902  0.905815  0.551974  0.274

Atomic forces in eV per Å
1.9 -2.4 -1.3
-1.1 -0.8 -0.4
-0.9 2.9 1.8
-0.7 3.3 -1.9
0.7 -3.3 1.8
-0.1 -0.1 0.2
8.7 1.1 -1.0
-7.2 -3.3 3.7
-1.5 2.5 -2.8
0.6 0.2 4.8
-1.2 1.3 -3.1
1.0 -1.4 -1.7
2.3 0.7 0.9
-1.7 -1.3 -0.9
-0.4 0.0 0.0
-0.6 1.6 -3.5
0.0 -1.2 3.6
0.0 -0.2 0.1
-1.1 -0.2 -5.3
0.2 -1.5 2.6
1.0 1.8 2.8
0.7 0.9 0.5
-1.7 -1.4 -0.4
0.9 0.5 0.1
-2.5 1.0 -1.1
-0.3 -0.9 -1.8
2.8 -0.2 2.9
-2.0 -1.7 2.5
1.7 1.6 -1.8
0.4 0.0 -0.5
1.6 1.5 -2.3
0.2 -0.5 2.1
-1.8 -0.9 0.0
1.2 -3.6 -7.3
-2.1 2.6 6.6
1.0 1.1 0.3

Results
E_LUMO, eV: -0.147
Highest occupied orbital energy, eV: -10.34
Strongest force on any atom, eV/A: 8.83
Charge: 0
Relative energy (zero: lowest compared OMol25 entry of this formula, charge and spin), kJ/mol: 497.54

=====

# 2
Entry from the OMol25 dataset: a cluster of 12 separate species, H24O12 in total in a non-equilibrium geometry (ωB97M-V with the def2-TZVPD basis set).

Each line ends with the Mulliken charge.
Cartesian coordinates (Å):
O  0.274575  0.464456  0.346594  -0.587
H  -0.098440  -0.400771  0.767517  0.286
H  -0.358163  1.088251  0.741010  0.175
O  -1.564253  5.131675  0.154962  -0.639
H  -2.317065  5.342765  0.698176  0.300
H  -1.921268  5.314754  -0.754032  0.330
O  0.548490  0.853021  -1.893160  -0.491
H  -0.188567  0.347583  -2.411613  0.263
H  0.161266  1.703653  -1.950686  0.268
O  -1.063801  3.241208  -0.091617  -0.577
H  -1.976957  3.320584  -0.341242  0.307
H  -0.633947  3.889758  -0.751734  0.311
O  -2.159617  -1.360803  0.767839  -0.562
H  -2.365947  -0.621849  1.241294  0.266
H  -2.895526  -1.924529  0.679086  0.262
O  2.011123  -3.627737  -0.715212  -0.548
H  1.144616  -3.891121  -0.658378  0.276
H  2.577316  -4.425045  -0.780098  0.275
O  3.651215  -2.368531  1.410037  -0.611
H  4.517031  -2.030793  1.281190  0.245
H  3.126311  -1.832434  0.739119  0.376
O  0.621086  -3.811379  2.212798  -0.599
H  1.476783  -3.912890  2.714005  0.317
H  0.377947  -2.982480  2.539310  0.276
O  -1.929284  1.866884  -2.495690  -0.610
H  -1.288969  2.143317  -3.135976  0.312
H  -2.690193  2.454957  -2.765039  0.271
O  2.238080  -0.270106  0.368834  -0.633
H  1.511193  -0.865992  0.214640  0.407
H  2.037538  0.539591  0.942449  0.339
O  -1.354283  -2.542583  -3.172067  -0.606
H  -1.848530  -2.742494  -3.955801  0.299
H  -1.082310  -1.556576  -3.226931  0.301
O  -0.804724  1.924877  3.265410  -0.600
H  -0.502846  2.767937  2.771193  0.297
H  -0.510138  2.265975  4.132688  0.305

Atomic forces in eV per Å
-5.0 -0.9 3.3
0.8 2.1 -1.0
-0.1 0.3 -0.5
-2.1 5.9 -1.0
-0.5 0.5 0.7
0.5 0.3 1.2
-1.3 -2.4 -3.6
2.2 1.0 1.6
-0.3 1.5 0.6
3.2 -3.7 -2.5
-0.3 -0.6 0.1
-0.6 -2.3 2.0
2.6 -2.1 -1.9
-1.2 3.0 2.0
-1.4 -0.8 0.0
3.8 0.5 -0.6
-3.2 -1.2 0.3
-0.7 0.8 0.2
-1.6 0.0 -0.8
1.3 0.4 0.0
0.7 -0.6 1.3
2.0 -2.0 0.5
-1.0 -0.2 -1.1
-1.1 2.2 0.5
-2.3 1.2 -0.4
0.9 0.1 -0.7
0.9 -1.1 0.6
4.2 0.3 0.9
-0.1 0.6 0.1
-0.2 -2.7 -1.6
1.1 2.5 0.7
-0.3 0.1 -0.7
-0.8 -2.7 0.0
1.2 3.0 -0.4
-0.9 -2.1 0.3
-0.4 -0.9 0.0

Results
E_LUMO, eV: -0.464
Highest occupied orbital energy, eV: -8.99
Strongest force on any atom, eV/A: 6.36
Charge: 0
Relative energy (zero: lowest compared OMol25 entry of this formula, charge and spin), kJ/mol: 769.59

=====

# 3
Entry from the OMol25 dataset: a cluster of 12 separate species, H24O12 in total in a non-equilibrium geometry (ωB97M-V with the def2-TZVPD basis set).

Each line ends with the Mulliken charge.
Cartesian coordinates (Å):
O  0.777875  0.581186  -0.315630  -0.506
H  0.269891  0.849742  -1.089465  0.303
H  0.107023  0.363928  0.341445  0.267
O  -1.196755  -2.945552  -2.568927  -0.595
H  -1.106824  -2.045989  -2.234727  0.298
H  -0.962334  -3.499929  -1.816130  0.302
O  1.658904  -0.677086  3.635333  -0.582
H  2.285632  0.007340  3.375021  0.307
H  0.796912  -0.260765  3.522923  0.253
O  -3.758821  -0.293285  -3.172109  -0.602
H  -3.214463  -0.578525  -2.429613  0.275
H  -3.684991  -1.014180  -3.807600  0.331
O  -1.902243  -3.135438  1.783560  -0.600
H  -1.123804  -2.793713  1.329417  0.263
H  -1.945488  -4.059229  1.512025  0.325
O  -3.865834  1.677911  -0.117750  -0.530
H  -3.876858  0.745936  -0.363291  0.280
H  -4.496887  1.736586  0.608418  0.274
O  3.950107  -2.825204  -0.891907  -0.591
H  3.537779  -2.091711  -1.361974  0.286
H  3.336709  -3.558123  -1.016654  0.302
O  -0.625430  3.375641  3.308347  -0.621
H  -0.458342  2.427698  3.258590  0.298
H  -0.646727  3.658679  2.387246  0.320
O  1.825523  -2.305551  1.866129  -0.478
H  2.516549  -2.926372  2.123136  0.271
H  1.196941  -2.845103  1.373421  0.244
O  1.512739  2.762957  -1.198253  -0.708
H  1.908271  2.660825  -0.325263  0.327
H  0.898649  3.498338  -1.092906  0.285
O  -2.056870  2.858859  -0.857528  -0.580
H  -1.934952  3.243735  -1.732740  0.289
H  -1.577753  2.023607  -0.899833  0.234
O  3.868274  1.202413  -1.292825  -0.622
H  3.552186  0.429074  -1.773476  0.282
H  3.123132  1.813345  -1.315495  0.400

Atomic forces in eV per Å
-0.7 -0.8 0.3
0.4 0.2 0.0
0.1 -0.2 0.1
0.0 0.1 0.2
0.1 -0.1 -0.1
-0.1 0.0 -0.1
-0.1 1.0 0.8
0.0 -0.1 0.0
0.1 -0.1 0.1
0.2 0.0 0.1
-0.1 0.0 -0.1
0.0 0.0 0.0
0.1 0.0 -0.3
-0.1 0.0 0.2
-0.1 0.0 0.1
-0.9 -0.9 0.6
-0.3 0.0 0.0
-0.1 -0.1 0.0
-0.2 -0.1 -0.1
0.1 0.0 0.2
0.1 0.1 0.0
0.1 -0.1 -0.2
0.0 0.1 0.1
-0.1 0.0 0.1
-0.3 -0.8 -0.8
0.0 0.1 0.0
0.3 -0.1 0.0
0.0 0.9 -0.2
-0.3 -0.1 0.2
0.1 0.1 -0.1
1.5 0.8 -0.6
0.0 0.1 0.0
-0.2 0.2 0.1
0.1 -0.2 0.0
0.0 0.2 0.1
0.2 -0.1 -0.4

Results
E_LUMO, eV: -0.849
Highest occupied orbital energy, eV: -10.69
Strongest force on any atom, eV/A: 1.80
Charge: 0
Relative energy (zero: lowest compared OMol25 entry of this formula, charge and spin), kJ/mol: 428.52

=====

# 4
Entry from the OMol25 dataset: a structure of composition H24O12 in a non-equilibrium geometry (ωB97M-V with the def2-TZVPD basis set).

Each line ends with the Mulliken charge.
Cartesian coordinates (Å):
O  0.497466  -2.561242  -0.698452  -0.795
H  -0.160244  -1.951932  -0.363212  0.352
H  0.838876  -2.998812  0.081418  0.277
O  0.621596  1.390918  2.481068  -0.794
H  -0.261734  1.422898  2.848398  0.382
H  0.530166  1.762088  1.603518  0.399
O  -0.604904  -1.491112  0.635858  -1.112
H  -1.450304  -1.044362  0.679978  0.212
H  -0.127384  -1.177532  1.403888  0.693
O  -2.736004  -0.294992  0.362138  -0.825
H  -2.019394  -0.608732  -0.189472  0.644
H  -3.128324  0.420598  -0.138112  0.304
O  0.127496  -0.645542  -2.639062  -0.698
H  0.757716  -0.614082  -1.919312  0.428
H  0.385186  -1.412642  -3.150332  0.324
O  0.070996  0.702858  -0.063972  -0.698
H  -0.245584  -0.150052  -0.361572  -1.171
H  0.849826  0.502038  0.454988  0.226
O  1.665956  -0.377432  -1.255502  -0.644
H  1.220666  -0.868252  -0.564822  0.533
H  2.435226  -0.906012  -1.467772  0.385
O  0.104786  2.755968  0.716168  -0.830
H  0.004616  1.878938  0.346008  0.377
H  -0.223694  3.342868  0.035088  0.317
O  -1.548174  1.679868  -0.989292  -0.845
H  -1.197194  2.125838  -1.760112  0.280
H  -0.819884  1.149018  -0.666792  1.599
O  0.191516  -0.611022  2.011018  -0.401
H  0.391776  -1.411182  2.496688  0.188
H  0.680016  0.074718  2.466388  0.543
O  -1.467644  -0.535122  -1.272862  -0.796
H  -0.801494  -0.645542  -1.951292  0.538
H  -2.118324  0.045398  -1.667652  0.397
O  2.174806  0.547018  0.819468  -0.433
H  2.609516  0.179008  1.588768  0.289
H  2.752066  0.325578  0.088738  0.352

Atomic forces in eV per Å
5.5 -4.4 -4.5
-2.0 -0.1 0.7
-0.3 -0.3 0.0
1.1 1.9 3.8
-0.3 0.5 0.1
0.4 1.2 0.7
-8.8 -5.3 -5.9
0.2 -0.8 2.0
-2.7 -4.7 -6.7
-4.7 0.9 4.7
-1.1 0.1 -1.8
0.1 0.3 0.3
-0.3 -0.6 -8.0
0.7 0.2 -1.1
-0.3 -0.3 -0.3
3.3 -3.4 1.2
-1.3 -0.5 0.5
1.0 0.1 0.3
6.2 1.1 2.1
0.7 -1.5 0.8
0.1 -0.7 -0.4
0.3 4.6 0.2
-0.9 0.8 -0.9
-0.1 0.1 0.1
-4.1 4.5 -2.5
-0.2 0.3 -0.3
-1.3 1.2 -1.0
7.5 5.2 16.3
0.3 -0.5 1.5
0.9 2.5 0.6
-3.3 -2.2 -2.4
0.0 -1.1 -1.7
0.1 0.2 -0.1
3.2 0.1 1.4
0.1 0.2 0.5
0.0 0.4 -0.3

Results
E_LUMO, eV: -0.342
Highest occupied orbital energy, eV: -9.23
Strongest force on any atom, eV/A: 18.68
Charge: 0
Relative energy (zero: lowest compared OMol25 entry of this formula, charge and spin), kJ/mol: 2018.57

=====

# 5
Entry from the OMol25 dataset: a structure of composition H24O12 in a non-equilibrium geometry (ωB97M-V with the def2-TZVPD basis set).

Each line ends with the Mulliken charge.
Cartesian coordinates (Å):
H  -0.776265  -0.309704  0.304527  0.297
H  0.433156  0.604359  0.195757  0.269
H  -1.538360  2.671664  -1.009017  0.239
H  -1.182193  3.751894  -0.000906  0.246
H  -3.845238  -0.988950  2.031969  0.309
H  -5.175247  -1.169500  1.318864  0.318
H  -0.207571  -2.697639  -1.739862  0.287
H  -0.258691  -2.245417  -3.190008  0.286
H  -3.221549  4.238402  0.100861  0.339
H  -2.774534  3.199591  1.116287  0.349
H  0.247231  -2.011991  2.798381  0.293
H  -0.030882  -0.989428  3.887903  0.322
H  2.720053  0.644439  1.983177  0.313
H  1.472246  0.525738  2.842787  0.336
H  4.604529  -0.760459  -1.311399  0.315
H  4.568398  0.649818  -0.745842  0.296
H  2.251057  -3.405419  -0.174107  0.285
H  3.423139  -2.460803  -0.383787  0.258
H  -2.690905  -3.444680  -1.960116  0.298
H  -3.184891  -4.293594  -0.800218  0.318
H  -0.132659  3.305348  -2.510975  0.279
H  1.082881  2.807106  -1.746607  0.342
H  1.554014  1.094335  -0.914320  0.237
H  3.006147  1.115343  -1.362550  0.289
O  0.146501  -0.235115  0.572722  -0.544
O  -1.927756  3.241097  -0.335885  -0.541
O  -4.325097  -1.600459  1.462072  -0.619
O  0.122674  -2.015392  -2.335233  -0.560
O  -3.408327  3.342879  0.404413  -0.578
O  0.665845  -1.555358  3.536784  -0.626
O  2.091703  1.173197  2.487738  -0.663
O  4.593328  -0.275822  -0.478338  -0.574
O  2.616597  -2.568094  0.132904  -0.527
O  -3.430635  -3.997386  -1.683881  -0.619
O  0.153743  3.035862  -1.631008  -0.612
O  2.357556  1.624133  -0.863098  -0.657

Atomic forces in eV per Å
0.0 0.0 -0.1
-0.2 0.0 0.6
0.7 0.1 -0.1
1.1 -0.1 -0.6
-0.1 0.0 0.0
0.1 -0.1 -0.1
0.2 0.1 0.1
0.1 0.0 0.0
-1.0 -0.5 0.4
-1.2 0.0 -0.1
0.2 0.1 -0.1
0.0 -0.1 0.0
-0.1 0.0 0.0
0.1 -0.2 -0.1
0.2 0.0 0.0
0.4 -0.1 0.3
0.0 0.1 0.1
-0.1 0.1 0.2
-0.2 0.0 0.0
-0.2 0.0 0.0
-0.1 0.1 0.0
0.4 0.0 0.2
0.3 -0.2 -0.1
-0.4 -0.1 0.1
-0.2 0.0 -0.1
12.7 -1.3 -6.6
0.1 0.1 0.1
-0.2 -0.1 -0.1
-13.6 1.9 7.7
-0.2 0.1 0.1
0.0 0.2 0.0
0.0 0.0 -0.3
0.0 -0.2 -0.2
0.3 0.0 0.0
0.8 0.0 -1.0
0.1 0.3 -0.3

Results
E_LUMO, eV: -0.228
Highest occupied orbital energy, eV: -6.59
Strongest force on any atom, eV/A: 15.72
Charge: 0
Relative energy (zero: lowest compared OMol25 entry of this formula, charge and spin), kJ/mol: 803.69

=====

# 6
Entry from the OMol25 dataset: a cluster of 12 separate species, H24O12 in total (ωB97M-V with the def2-TZVPD basis set).

Each line ends with the Mulliken charge.
Cartesian coordinates (Å):
O  -2.442431  0.020632  3.420449  -0.615
H  -2.359971  -0.670008  2.762849  0.298
H  -1.563571  0.393812  3.488049  0.324
O  1.259079  -0.479708  3.213999  -0.605
H  1.028179  -1.255118  2.702479  0.298
H  1.441019  -0.816408  4.091359  0.304
O  0.206199  -2.531028  -2.024071  -0.608
H  -0.673521  -2.839398  -1.806741  0.326
H  0.354469  -2.839168  -2.918111  0.279
O  -0.440741  1.050262  -0.181431  -0.592
H  0.232359  1.285922  0.457029  0.309
H  -0.239011  0.145482  -0.419951  0.283
O  -1.536661  -0.675948  -4.603861  -0.615
H  -0.689911  -0.320718  -4.333571  0.327
H  -1.349591  -1.582188  -4.848761  0.284
O  -2.544881  4.341342  0.067639  -0.640
H  -2.086781  3.501062  0.050439  0.321
H  -3.181651  4.282132  -0.644581  0.314
O  2.040759  1.209622  -3.304181  -0.618
H  2.795429  0.865302  -2.826541  0.307
H  1.717859  1.926462  -2.758171  0.322
O  -3.578491  -2.145468  -0.212391  -0.629
H  -4.153851  -1.381878  -0.258461  0.322
H  -4.110771  -2.822138  0.205959  0.311
O  2.671409  -3.623958  0.757769  -0.634
H  2.097139  -3.408888  0.022789  0.326
H  2.421729  -4.514378  1.004839  0.311
O  4.855719  0.495322  1.413239  -0.630
H  5.469779  -0.236368  1.351769  0.319
H  4.075989  0.120482  1.822789  0.311
O  -4.428521  1.594292  -2.196661  -0.626
H  -3.716621  0.955352  -2.162361  0.309
H  -4.222281  2.142962  -2.953411  0.312
O  3.504169  2.918012  4.100989  -0.642
H  4.286359  2.657992  3.614359  0.329
H  2.861599  2.236322  3.904459  0.309

Atomic forces in eV per Å
-0.2 0.0 0.2
0.0 -0.1 -0.2
0.3 0.1 0.0
0.0 0.4 -0.1
0.0 -0.3 -0.2
0.0 -0.1 0.3
0.3 0.1 0.3
-0.4 0.0 0.1
0.1 0.0 -0.2
-0.2 0.2 -0.1
0.2 0.1 0.2
0.0 -0.3 -0.2
-0.3 0.0 0.0
0.3 0.2 0.1
0.0 -0.2 -0.1
0.1 0.3 0.1
0.1 -0.3 0.0
-0.2 -0.1 -0.1
-0.1 -0.1 -0.3
0.2 -0.1 0.1
-0.2 0.2 0.2
0.4 -0.1 0.0
-0.2 0.3 0.0
-0.1 -0.2 0.1
0.1 0.2 0.2
-0.2 0.1 -0.4
0.0 -0.2 0.1
0.0 0.3 0.0
0.2 -0.2 0.0
-0.3 -0.1 0.1
-0.2 0.1 0.2
0.3 -0.2 0.0
0.0 0.1 -0.2
0.0 0.2 0.2
0.3 -0.1 -0.2
-0.2 -0.2 -0.1

Results
E_LUMO, eV: -0.302
Highest occupied orbital energy, eV: -11.02
Strongest force on any atom, eV/A: 0.43
Charge: 0
Relative energy (zero: lowest compared OMol25 entry of this formula, charge and spin), kJ/mol: 235.42

=====

| no. | Kohn-Sham gap (eV) |
| --- | --- |
| 1 | 10.2 |
| 2 | 8.5 |
| 3 | 9.8 |
| 4 | 8.9 |
| 5 | 6.4 |
| 6 | 10.7 |